{"formula": "C29H49Cl42FO5", "method": "ωB97M-V/def2-TZVPD", "homo_energy_ev": -10.22, "total_energy_ha": -20938.43622, "orbital_gap_ev": 9.9, "elements": ["C", "C", "O", "O", "C", "C", "C", "C", "F", "C", "O", "O", "C", "O", "H", "H", "H", "H", "H", "H", "H", "C", "Cl", "Cl", "H", "H", "C", "Cl", "Cl", "H", "H", "C", "Cl", "Cl", "H", "H", "C", "Cl", "Cl", "H", "H", "C", "Cl", "Cl", "H", "H", "C", "Cl", "Cl", "H", "H", "C", "Cl", "Cl", "H", "H", "C", "Cl", "Cl", "H", "H", "C", "Cl", "Cl", "H", "H", "C", "Cl", "Cl", "H", "H", "C", "Cl", "Cl", "H", "H", "C", "Cl", "Cl", "H", "H", "C", "Cl", "Cl", "H", "H", "C", "Cl", "Cl", "H", "H", "C", "Cl", "Cl", "H", "H", "C", "Cl", "Cl", "H", "H", "C", "Cl", "Cl", "H", "H", "C", "Cl", "Cl", "H", "H", "C", "Cl", "Cl", "H", "H", "C", "Cl", "Cl", "H", "H", "C", "Cl", "Cl", "H", "H"], "coordinates": [[5.260, 0.696, -1.091], [4.522, 2.017, -0.846], [4.847, 2.748, 0.032], [3.496, 2.256, -1.692], [2.416, 3.010, -1.092], [1.636, 2.255, 0.037], [0.342, 1.747, -0.566], [-0.868, 2.297, -0.518], [-1.201, 3.397, 0.102], [-1.851, 1.453, -1.317], [-3.003, 1.399, -1.318], [-1.053, 0.659, -2.144], [0.103, 0.490, -1.393], [0.842, -0.420, -1.307], [5.584, 0.626, -2.140], [4.493, -0.090, -0.958], [6.073, 0.555, -0.355], [2.810, 3.996, -0.764], [1.703, 3.210, -1.920], [1.357, 3.015, 0.787], [2.222, 1.474, 0.541], [-1.682, -1.968, 0.972], [-1.926, -0.356, 1.656], [-2.246, -3.242, 2.062], [-2.229, -2.041, 0.040], [-0.621, -2.109, 0.791], [8.252, 3.316, 0.353], [9.852, 4.031, 0.103], [8.304, 1.557, 0.246], [7.893, 3.593, 1.340], [7.576, 3.693, -0.407], [-1.837, -4.311, -1.980], [-0.740, -4.991, -0.779], [-1.481, -2.608, -2.313], [-1.733, -4.875, -2.899], [-2.850, -4.392, -1.610], [3.303, 7.090, -0.101], [2.360, 5.656, 0.334], [2.278, 8.357, -0.780], [3.789, 7.471, 0.791], [4.047, 6.806, -0.838], [5.706, 0.969, 2.885], [7.416, 1.307, 3.137], [5.465, -0.726, 2.439], [5.162, 1.172, 3.802], [5.336, 1.605, 2.085], [-1.019, 4.160, -4.166], [0.058, 4.376, -2.774], [-0.204, 4.546, -5.681], [-1.345, 3.124, -4.197], [-1.873, 4.816, -4.051], [-4.343, 7.307, -3.769], [-2.701, 7.943, -3.915], [-4.357, 5.541, -3.832], [-4.760, 7.626, -2.820], [-4.943, 7.690, -4.588], [-4.588, -3.757, 4.571], [-5.364, -2.826, 5.859], [-3.636, -5.097, 5.219], [-5.357, -4.157, 3.918], [-3.932, -3.099, 4.013], [2.448, -3.434, 1.999], [4.202, -3.322, 2.079], [1.734, -1.839, 2.263], [2.161, -3.794, 1.016], [2.093, -4.117, 2.763], [13.374, 3.205, 1.302], [13.841, 1.999, 0.099], [14.775, 4.122, 1.877], [12.666, 3.892, 0.852], [12.917, 2.699, 2.144], [-2.557, 1.604, 5.269], [-1.432, 1.772, 6.624], [-1.775, 1.976, 3.728], [-2.921, 0.582, 5.240], [-3.382, 2.285, 5.416], [11.890, -0.458, 2.369], [13.655, -0.327, 2.398], [11.103, 1.094, 2.674], [11.584, -0.817, 1.392], [11.580, -1.159, 3.137], [-3.560, -7.165, -4.443], [-2.414, -7.844, -3.272], [-3.241, -5.450, -4.739], [-3.471, -7.707, -5.379], [-4.562, -7.269, -4.050], [-1.969, 0.134, 9.828], [-2.733, 1.088, 11.106], [-1.062, -1.229, 10.495], [-2.740, -0.247, 9.167], [-1.289, 0.771, 9.275], [1.656, -8.264, -3.671], [0.880, -7.378, -2.355], [2.614, -9.622, -3.067], [0.887, -8.645, -4.335], [2.310, -7.587, -4.210], [-6.492, 1.464, 5.995], [-5.368, 1.631, 7.353], [-5.708, 1.839, 4.453], [-6.852, 0.440, 5.959], [-7.323, 2.147, 6.142], [-9.293, -1.335, 6.620], [-8.173, -1.143, 7.974], [-8.516, -0.943, 5.079], [-9.633, -2.364, 6.588], [-10.137, -0.669, 6.765], [-2.904, 5.927, -8.405], [-3.213, 7.539, -7.747], [-3.489, 4.663, -7.321], [-3.414, 5.834, -9.358], [-1.835, 5.803, -8.542], [-3.039, -1.970, -5.720], [-2.197, -2.964, -6.917], [-3.164, -0.286, -6.243], [-4.039, -2.367, -5.576], [-2.487, -2.006, -4.785], [-5.474, -1.302, -1.587], [-4.668, -2.876, -1.692], [-6.918, -1.248, -2.603], [-5.762, -1.125, -0.556], [-4.781, -0.533, -1.917], [-7.139, -8.816, -5.294], [-5.996, -9.496, -4.128], [-6.817, -7.102, -5.591], [-7.050, -9.357, -6.229], [-8.145, -8.919, -4.900]], "forces_ev_per_angstrom": [[-1.0, 0.0, -0.1], [0.8, -1.7, -1.2], [0.0, 1.4, 1.4], [-0.4, -0.7, 0.6], [0.1, 0.5, -0.6], [-0.3, 0.5, -0.6], [-0.8, -0.2, 0.0], [0.5, -0.8, -0.4], [-0.6, 0.3, 0.3], [3.0, 1.3, 0.1], [-3.0, 0.1, -0.1], [0.1, -1.4, 0.7], [1.6, 2.5, 1.2], [0.0, -1.7, -1.1], [0.1, 0.0, 0.4], [0.4, 0.2, 0.0], [-0.6, 0.2, -0.7], [-0.2, -1.6, -0.3], [1.0, -0.4, 0.6], [0.1, -0.4, -0.1], [-0.2, 0.1, -0.3], [0.1, 0.0, -0.2], [0.0, -0.2, -0.1], [0.1, 0.0, 0.0], [-0.1, 0.0, 0.1], [0.0, 0.0, 0.1], [-0.2, 0.0, 0.0], [0.0, 0.1, 0.0], [0.4, 0.1, -0.6], [0.1, -0.1, 0.0], [0.1, -0.1, 0.0], [0.2, -0.1, -0.2], [0.0, 0.0, 0.2], [0.2, -0.1, -0.3], [0.2, 0.1, 0.1], [0.1, 0.0, 0.1], [0.1, 0.1, 0.0], [-0.1, 1.1, 0.7], [0.1, 0.0, 0.0], [-0.1, 0.0, 0.0], [-0.1, 0.0, 0.0], [-0.1, 0.1, -0.1], [0.0, 0.1, 0.8], [0.0, 0.6, 0.1], [0.1, -0.1, 0.0], [0.1, -0.1, -0.1], [-0.2, 0.0, -0.1], [-0.5, 0.4, -0.3], [0.1, 0.0, 0.0], [0.1, 0.0, 0.0], [0.1, 0.1, 0.0], [0.0, 0.1, 0.0], [0.0, 0.0, 0.0], [-0.2, 0.0, 0.1], [0.1, -0.1, 0.0], [0.1, -0.1, -0.1], [0.0, 0.0, -0.1], [-0.1, 0.1, 0.0], [0.0, 0.0, -0.1], [0.0, 0.0, 0.1], [0.0, 0.0, 0.2], [-0.1, -0.1, -0.1], [0.0, -0.8, -0.1], [-0.3, 0.1, 0.0], [0.0, 0.1, 0.0], [0.1, 0.1, 0.1], [0.0, 0.1, 0.0], [-0.1, 0.2, -0.2], [0.0, 0.1, 0.0], [0.1, 0.0, 0.0], [0.2, 0.0, -0.1], [0.0, -0.1, 0.0], [0.0, 0.0, 0.0], [0.0, 0.3, 0.1], [0.1, 0.0, 0.0], [0.2, 0.1, 0.0], [0.0, -0.2, 0.0], [-0.1, -0.2, 0.2], [-0.2, -0.1, 0.1], [0.0, 0.1, 0.0], [0.0, 0.1, 0.0], [0.0, -0.1, 0.1], [-0.1, 0.0, -0.1], [-0.2, -0.1, -0.3], [0.1, 0.1, 0.0], [0.1, 0.1, 0.1], [0.0, 0.0, -0.1], [0.0, 0.1, -0.1], [0.0, 0.0, -0.1], [0.0, 0.0, 0.1], [0.0, 0.0, 0.1], [0.0, 0.0, -0.1], [0.1, 0.0, -0.1], [0.0, 0.0, -0.1], [0.0, 0.0, 0.1], [0.0, 0.0, 0.1], [0.0, -0.1, 0.1], [0.0, 0.0, 0.1], [-0.3, 0.0, -0.2], [0.3, 0.3, 0.1], [0.1, 0.1, 0.0], [-0.1, -0.1, 0.1], [0.0, 0.0, 0.0], [-0.4, -0.3, -0.2], [0.1, 0.0, 0.0], [0.1, 0.1, 0.0], [0.1, -0.1, -0.1], [0.0, 0.0, 0.0], [-0.1, -0.1, -0.1], [-0.1, 0.0, 0.1], [0.0, 0.0, 0.1], [0.0, -0.1, 0.1], [0.0, 0.0, 0.0], [0.0, 0.0, 0.1], [0.0, 0.0, -0.1], [0.0, 0.0, -0.1], [0.0, 0.2, 0.0], [-0.4, 0.1, 0.1], [0.0, 0.0, 0.0], [0.0, -0.1, 0.0], [0.0, -0.1, -0.1], [-0.1, -0.1, -0.1], [-0.1, -0.2, 0.0], [-0.1, 0.0, -0.1], [0.1, 0.1, 0.0], [0.1, 0.1, 0.1]]}